[1]
A cluster of 7 separate species, C13H40BF3NO7S in total. Source: OMol25; level of theory: ωB97M-V with the def2-TZVPD basis set.

**HOMO-LUMO gap**: 8.0 eV
**Charge**: -1

XYZ file:
```
66
Properties=species:S:1:pos:R:3:mulliken_charge:R:1
N -0.58222 -0.48121 -0.77228 0.593
H -1.44387 0.07063 -0.74553 0.444
H 0.11654 0.25428 -0.63203 0.033
H -0.38258 -0.93199 -1.69616 0.446
H -0.51232 -1.15775 0.05579 0.267
B -0.68954 -2.78053 0.99544 0.597
H -1.78099 -2.71886 0.62483 -0.245
H -0.71688 -3.31463 2.02636 -0.189
H -0.02599 -3.44144 0.32832 -0.230
H -0.22372 -1.75362 1.24817 -0.850
C -0.86861 -3.50124 -5.28390 0.505
F -0.08610 -2.81068 -6.12902 -0.234
F -2.12990 -3.04104 -5.48666 -0.253
F -0.83840 -4.78965 -5.61501 -0.216
S -0.33289 -3.30976 -3.48733 1.106
O 1.05311 -3.78562 -3.56676 -0.725
O -0.45620 -1.87918 -3.13259 -0.786
O -1.21447 -4.17389 -2.73478 -0.645
C 2.43057 1.38659 -3.97639 -1.336
C 0.94964 1.81395 -4.03817 0.589
C 0.00771 0.87928 -4.78863 -1.181
O 0.51398 1.92655 -2.66962 -0.455
H 2.48885 0.46353 -3.39389 0.273
H 3.03525 2.07518 -3.38079 0.393
H 2.81972 1.25461 -4.98588 0.388
H 1.01272 2.80077 -4.51316 0.198
H 0.00748 1.22334 -5.82534 0.444
H -1.00752 1.04335 -4.42875 0.324
H 0.26733 -0.17347 -4.71261 0.124
H 1.08864 2.60260 -2.29733 0.221
C 3.39744 1.33302 0.34440 -1.408
C 2.14519 1.54285 1.22727 0.689
C 2.26710 2.77177 2.12183 -1.425
O 1.03724 1.66952 0.32975 -0.236
H 3.18372 0.46574 -0.27503 0.321
H 4.26887 1.16831 0.98217 0.423
H 3.63673 2.22854 -0.23313 0.314
H 1.94194 0.64185 1.80693 0.013
H 2.33709 3.72865 1.59327 0.378
H 3.21963 2.70888 2.65607 0.430
H 1.48525 2.91871 2.86786 0.295
H 1.08304 2.53055 -0.09606 0.091
C -0.50076 -0.34129 4.01839 -0.868
C 0.85012 -1.04121 4.29779 0.549
C 0.71089 -2.26647 5.19575 -1.471
O 1.43076 -1.38886 3.06423 -0.629
H -0.93475 0.16110 4.88538 0.463
H -1.24051 -1.03253 3.61112 0.325
H -0.28204 0.40534 3.25058 -0.098
H 1.52347 -0.34767 4.81087 0.329
H 0.17709 -2.03450 6.12005 0.370
H 1.70347 -2.61136 5.49687 0.368
H 0.25491 -3.09114 4.64725 0.300
H 0.72496 -1.72400 2.47097 -0.093
C -2.29570 2.41659 1.93581 -1.133
C -2.72993 1.10247 1.26203 1.888
C -4.12442 0.70993 1.72408 -1.743
O -2.69219 1.27619 -0.13766 -0.597
H -1.20706 2.48772 1.96246 0.040
H -2.70954 2.45166 2.94338 0.354
H -2.63270 3.27969 1.35603 0.448
H -2.05186 0.28688 1.52350 -0.738
H -4.10144 0.51915 2.80148 0.390
H -4.39206 -0.24982 1.27931 0.412
H -4.90402 1.45552 1.55733 0.352
H -3.07926 2.11811 -0.38863 0.295
```

***

[2]
The molecule C6H9N. Source: OMol25; level of theory: ωB97M-V with the def2-TZVPD basis set.

**HOMO-LUMO gap**: 10.6 eV
**Charge**: 0
**SMILES string**: C#CC[C@]1(C)CN1

XYZ file:
```
16
Properties=species:S:1:pos:R:3:mulliken_charge:R:1
C 2.73840 -0.68130 0.18260 0.003
C 1.78172 -0.47659 -0.51620 -0.356
C 0.51483 -0.25773 -1.20779 -0.900
C -0.52369 0.08201 -0.15228 1.170
C -0.41583 1.49350 0.39379 -1.398
C -1.00898 -1.01890 0.70527 -0.661
N -1.83607 -0.49773 -0.39208 -0.736
H 3.57360 -0.88378 0.80787 0.401
H 0.60379 0.54418 -1.95148 0.286
H 0.22225 -1.17302 -1.73183 0.346
H 0.63388 1.76668 0.56018 0.367
H -0.94569 1.59392 1.34681 0.360
H -0.84355 2.21361 -0.31714 0.311
H -0.65247 -2.03985 0.56527 0.251
H -1.28742 -0.78180 1.73056 0.272
H -2.55478 0.11682 -0.02358 0.286
```

***

[3]
A cluster of 3 separate species, C4H12O3 in total. Source: OMol25; level of theory: ωB97M-V with the def2-TZVPD basis set.

**HOMO-LUMO gap**: 10.2 eV
**Charge**: 0
**SMILES string**: CCCC=O.O.O

XYZ file:
```
19
Properties=species:S:1:pos:R:3:mulliken_charge:R:1
C -1.05227 1.55533 -1.39829 -1.066
C 0.35217 0.90137 -1.06147 -0.458
C 0.28031 -0.39409 -0.17656 -0.270
C 1.61471 -0.58627 0.54731 0.103
O 1.73968 -1.60472 1.20178 -0.492
H -0.67560 2.46861 -1.72465 0.358
H -1.58547 1.50788 -0.32615 0.203
H -1.82832 1.00236 -1.98142 0.297
H 1.06431 1.59507 -0.69080 0.420
H 0.76027 0.36066 -2.02221 0.239
H 0.17779 -1.38414 -0.67911 0.247
H -0.61371 -0.32080 0.55337 0.214
H 2.40120 -0.06712 -0.00324 0.205
O 4.37425 -0.89337 -1.14967 -0.632
H 4.78366 -1.15990 -0.30361 0.330
H 4.43817 -1.65754 -1.67911 0.303
O -5.50256 -0.08200 3.72812 -0.623
H -5.95964 -0.59555 3.13976 0.300
H -4.76896 -0.64579 4.02596 0.322
```

***

[4]
A structure of composition C3H3FO3Pt. Source: OMol25; level of theory: ωB97M-V with the def2-TZVPD basis set.

**HOMO-LUMO gap (alpha / beta)**: 6.5 / 7.6 eV
**Charge**: +1
**Multiplicity**: 4
**⟨S²⟩**: 3.759

XYZ file:
```
11
Properties=species:S:1:pos:R:3:mulliken_charge:R:1
C -0.84839 0.86485 0.01262 0.472
C -1.25923 -0.42794 -0.56468 -0.576
F -1.31533 1.03904 1.27623 -0.195
H -0.80097 1.76900 -0.60079 0.300
H -0.98471 -0.55984 -1.61285 0.316
H -2.09498 -0.94611 -0.09413 0.304
O 0.20803 -1.49547 0.46736 -0.432
C 1.16861 -0.70489 0.52965 0.664
O 2.39910 -0.96603 0.37622 -0.515
O 0.90044 0.59996 0.18039 -0.217
Pt 2.62741 0.82744 0.02998 0.881
```